{"formula": "C4H7NO3", "method": "ωB97M-V/def2-TZVPD", "gap_ha": 0.352, "total_energy_ha": -436.88014, "e_homo_ev": -9.191, "total_charge": 0, "e_lumo_ev": 0.39, "largest_force_ev_per_a": 9.1, "elements": ["C", "H", "H", "O", "H", "O", "H", "H", "C", "O", "C", "N", "H", "C", "H"], "coordinates": [[0.485, 0.637, 0.994], [-0.074, -0.015, 1.588], [-2.195, -0.340, -1.232], [2.373, -0.824, 0.889], [-3.026, 0.267, 0.357], [-2.121, 0.386, 0.717], [0.666, 1.619, 1.683], [2.138, -1.588, -1.553], [1.638, 0.102, 0.485], [1.736, -0.637, -1.759], [-0.166, 0.553, -0.336], [1.376, 0.214, -0.851], [-1.037, -1.329, 0.173], [-1.239, -0.383, -0.286], [-0.556, 1.340, -0.869]]}

=====

{"formula": "C23H49BrCl2P2", "method": "ωB97M-V/def2-TZVPD", "gap_ha": 0.145, "total_energy_ha": -5082.69076, "e_homo_ev": -4.559, "total_charge": 0, "e_lumo_ev": -0.60, "largest_force_ev_per_a": 2.3, "elements": ["C", "P", "H", "H", "C", "C", "H", "H", "C", "C", "H", "H", "H", "H", "C", "C", "H", "H", "C", "H", "H", "C", "H", "H", "H", "H", "C", "H", "C", "C", "C", "H", "Br", "H", "H", "H", "C", "Cl", "H", "H", "H", "H", "H", "H", "H", "C", "Cl", "H", "H", "H", "H", "H", "H", "H", "H", "H", "C", "H", "H", "H", "C", "H", "H", "C", "C", "H", "C", "P", "H", "H", "C", "H", "C", "C", "H", "H", "H"], "coordinates": [[0.665, 2.090, 4.696], [-0.086, 0.045, -3.301], [1.018, -2.214, -1.306], [1.896, 1.169, -2.844], [-1.080, -1.794, 0.841], [-1.448, -0.713, 8.342], [-2.279, -1.295, 7.915], [-0.623, 0.382, 4.310], [2.233, -1.427, 0.293], [-1.360, -0.689, -0.168], [-0.413, -0.864, -5.485], [-0.523, -2.620, 0.392], [-0.618, -2.159, -2.710], [2.681, -2.740, -1.334], [-0.282, -0.492, 7.310], [-0.854, 1.596, -3.736], [1.127, 2.132, -5.800], [1.657, -0.530, 0.530], [-0.071, 1.181, -7.318], [-0.711, 2.751, -1.918], [3.970, -0.283, 5.314], [-2.763, 2.131, -2.031], [3.363, -0.343, -1.871], [-0.307, 2.153, -7.753], [-1.089, -1.072, 9.316], [3.283, -1.210, 0.495], [3.003, 0.085, 5.724], [-2.014, 0.033, 0.327], [-3.834, 1.597, -2.975], [-1.454, 2.548, -2.695], [1.564, 0.009, -5.703], [-4.211, 2.386, -3.629], [-0.931, -2.432, 4.710], [-0.940, 0.874, -6.733], [-1.631, 3.502, -3.201], [0.846, -1.668, -4.610], [-1.195, -1.229, -2.719], [0.807, 0.745, 8.152], [1.687, 2.479, 4.551], [0.496, 0.761, 2.979], [-1.903, -1.373, -3.547], [0.325, 2.094, 5.745], [-2.546, 1.395, -1.257], [-0.440, -0.152, -0.401], [2.942, -0.306, 6.751], [0.632, -1.752, 7.025], [-0.264, -3.234, 7.721], [0.058, 0.469, -8.135], [-1.572, 1.421, -4.541], [-0.768, -0.076, 6.416], [-1.856, 0.311, 8.524], [1.122, 0.765, -1.351], [-0.499, -1.405, 1.678], [1.913, -0.726, -6.434], [2.583, -1.254, -3.140], [-3.171, 2.991, -1.493], [2.044, -1.870, -1.153], [1.554, -1.721, 7.631], [1.922, -2.215, 0.978], [-2.939, -0.601, -1.632], [0.422, 0.665, 4.089], [-0.048, 2.178, -4.188], [-0.014, 2.795, 4.156], [-2.043, -1.195, -1.443], [0.471, -0.673, -4.871], [-4.674, 1.203, -2.401], [1.382, 0.348, -2.326], [1.702, -0.671, 4.555], [-2.011, -2.194, 1.245], [3.048, 1.184, 5.658], [1.196, 1.279, -6.477], [2.030, 1.519, -7.143], [0.892, -2.097, 5.516], [2.408, -0.784, -2.168], [2.425, 0.231, -5.066], [-3.468, 0.780, -3.601], [-2.430, -2.203, -1.278]]}

=====

{"formula": "C60H63BBrF4N10OP2Ti", "method": "ωB97M-V/def2-TZVPD", "gap_ha": 0.210, "total_energy_ha": -7477.18560, "e_homo_ev": -14.713, "total_charge": 3, "e_lumo_ev": -8.99, "largest_force_ev_per_a": 1.0, "elements": ["N", "H", "H", "C", "C", "C", "H", "H", "C", "H", "C", "C", "C", "H", "Br", "H", "H", "H", "C", "F", "N", "H", "C", "N", "H", "C", "H", "H", "H", "C", "P", "C", "H", "H", "H", "C", "N", "H", "H", "C", "H", "C", "C", "C", "H", "Ti", "H", "C", "C", "H", "C", "N", "H", "H", "H", "H", "C", "C", "N", "H", "C", "N", "H", "C", "C", "H", "H", "H", "C", "H", "F", "H", "C", "N", "H", "C", "C", "C", "H", "H", "C", "C", "F", "C", "C", "H", "H", "H", "H", "C", "O", "P", "C", "H", "C", "H", "H", "H", "C", "B", "H", "C", "C", "C", "C", "N", "C", "C", "H", "H", "H", "C", "H", "C", "H", "H", "C", "H", "C", "C", "C", "H", "H", "H", "C", "F", "C", "C", "C", "C", "H", "C", "C", "C", "C", "H", "H", "C", "H", "H", "H", "N", "H"], "coordinates": [[1.541, 0.830, 0.855], [0.321, -8.447, 2.325], [4.752, 1.532, -3.494], [6.177, 4.188, 1.927], [1.048, -7.652, 2.419], [1.228, -3.937, 1.932], [-0.037, 4.333, -3.816], [-1.715, 1.067, 4.718], [4.231, 2.152, -2.775], [4.644, 3.983, -3.815], [1.619, -5.323, 2.241], [2.975, 3.729, -0.881], [-4.688, -1.604, -0.165], [-3.972, -0.189, -3.673], [3.564, -1.890, 0.276], [-4.945, -1.183, 4.053], [4.284, -7.138, 3.275], [5.510, 2.314, 1.114], [-7.524, 0.755, 3.031], [-2.419, -3.127, -3.000], [-1.508, -0.277, 1.018], [2.506, 0.869, 4.691], [2.491, 1.817, 0.591], [-2.409, 0.117, 2.982], [-3.421, 3.772, -3.394], [4.182, 3.526, -2.951], [6.552, 6.095, 2.831], [-0.292, 1.620, -3.869], [4.246, -3.087, -2.266], [-0.942, -5.506, -1.787], [0.336, -0.293, 3.166], [3.565, 4.314, -1.987], [2.659, -4.680, -0.679], [2.270, -6.362, -2.436], [1.511, 4.741, -3.072], [2.425, 1.844, 4.218], [1.768, -0.917, -1.646], [7.198, 4.055, 1.598], [3.350, 2.391, 4.369], [-1.520, 2.950, 1.164], [-5.842, -1.756, -3.340], [0.717, 4.000, -3.099], [-3.645, -0.690, -0.337], [1.429, -5.839, -1.999], [2.617, -8.952, 3.087], [0.126, -0.362, -0.310], [-6.275, -2.695, -1.092], [0.796, -3.380, 0.755], [1.651, -4.877, -1.027], [-3.802, 2.059, -3.579], [3.663, 1.570, -1.649], [-1.950, 3.192, -0.215], [-7.303, -0.708, 4.583], [3.654, -4.818, 2.725], [-1.129, 3.865, 1.618], [1.167, 3.068, -3.434], [2.917, -5.611, 2.659], [2.080, -1.163, -4.028], [2.214, 1.685, 2.777], [-1.856, 0.882, -4.218], [-2.798, 4.394, -0.318], [-1.924, 2.388, -2.758], [4.221, 6.400, 3.586], [3.446, -2.394, -2.482], [5.233, 3.210, 1.657], [-1.563, -4.031, -0.358], [-2.420, 5.178, 0.340], [2.549, -3.346, 4.414], [1.449, -0.628, -2.925], [1.243, -2.227, 4.845], [-0.770, -1.430, -1.365], [-0.318, -6.126, 1.776], [-6.904, 1.426, 1.984], [0.173, 3.861, -1.740], [2.498, -0.933, -6.120], [3.919, 3.376, 2.087], [-2.883, -0.284, 0.861], [-4.858, 0.238, 2.438], [-2.823, 4.789, -1.329], [0.916, -3.966, 4.680], [-5.471, -1.987, -1.239], [0.131, -6.160, -2.374], [-0.176, -3.138, -3.502], [-3.450, -0.010, 2.091], [-1.353, 1.820, -3.983], [2.531, 4.664, 3.112], [-0.744, 2.192, 1.197], [-0.606, 5.841, -1.471], [1.423, 0.304, -5.458], [1.492, -3.129, 4.292], [-0.263, 1.398, -1.058], [-0.986, 2.717, -1.457], [-6.815, -0.176, 3.778], [-0.106, 5.008, 0.020], [0.686, -6.349, 2.114], [-7.460, 2.148, 1.402], [-8.561, 0.954, 3.262], [-4.882, -2.021, 0.815], [-3.325, 2.789, -2.926], [-1.350, -2.538, -3.472], [-1.480, 2.505, -4.822], [3.557, 4.526, 2.787], [2.339, -7.935, 2.845], [-5.578, 1.167, 1.685], [1.402, 0.794, 2.185], [1.177, -2.941, 2.877], [-4.177, -0.575, -2.683], [1.687, -0.752, -5.417], [3.558, 5.392, -2.094], [-3.855, 2.768, -1.980], [-1.954, -5.770, -2.064], [-3.389, -0.191, -1.609], [-2.377, 2.622, 1.757], [-2.535, 0.426, 4.407], [1.608, 2.401, 4.674], [-2.526, -0.485, 5.002], [5.813, 5.334, 2.621], [-0.045, -6.935, -3.108], [0.576, -4.201, -0.452], [0.116, 5.148, -1.034], [-5.485, -0.433, 3.485], [3.564, -2.608, -4.608], [1.102, 5.607, -1.102], [0.642, 0.078, -3.061], [0.748, -1.819, 2.280], [-1.451, -1.359, -4.081], [2.800, -1.750, -1.446], [3.005, 2.343, -0.699], [2.913, 2.340, 1.794], [-1.256, -0.056, 2.316], [-2.582, 0.513, -1.756], [-0.723, -4.523, -0.835], [4.503, 5.504, 3.050], [3.068, -2.111, -3.783], [-5.224, -1.465, -2.501], [-3.477, 0.943, 4.568], [-5.090, 1.674, 0.860], [3.275, -6.916, 2.959], [2.508, 4.353, -0.131], [3.818, 0.520, -1.474], [0.821, -1.325, -5.753], [0.530, -2.037, 0.976], [-3.817, 4.153, -0.013]]}